Entry 1:
12
Properties=species:S:1:pos:R:3:forces:R:3:lowdin_charge:R:1 method="wB97M-V/def2-TZVPD" gap_ev=8.2 total_energy_ev=-9810.558 lumo_energy_ha=0.0159 max_force_ev_per_a=6.28 relative_energy_kj_mol=362.4 charge=0 smiles=Oc1cccn1O
C -1.475915 -0.484153 0.171309 -2.7 -0.3 -1.4 -0.14
C -0.484852 -1.494261 -0.011621 0.2 0.8 0.9 -0.03
C -0.995894 0.762216 0.038384 1.6 -1.0 0.8 -0.12
C 0.728126 -0.819381 -0.125712 -5.3 3.2 0.9 -0.34
N 0.354036 0.590206 0.012914 1.3 -1.0 -1.1 -0.10
O 1.967422 -1.072904 -0.266966 4.1 1.3 0.5 0.12
O 1.317384 1.614887 -0.102746 0.4 -0.6 0.3 0.02
H -2.578577 -0.574130 0.102644 0.9 -0.6 0.6 0.11
H -0.776639 -2.483803 0.306888 0.8 -0.3 -0.7 0.10
H -1.392245 1.680586 0.303783 -0.9 1.6 0.1 0.10
H 2.381380 -0.176818 0.003256 0.0 -2.1 -0.8 0.17
H 0.955779 2.457551 -0.432129 -0.5 -0.9 -0.1 0.12

Entry 2:
12
Properties=species:S:1:pos:R:3:forces:R:3:lowdin_charge:R:1 method="wB97M-V/def2-TZVPD" gap_ev=10.0 total_energy_ev=-9810.477 lumo_energy_ha=0.0175 max_force_ev_per_a=2.09 relative_energy_kj_mol=370.3 charge=0 smiles="C[C@@]1([O-])[C@H]2C(=O)[N@H+]21"
C 0.113441 0.808897 -0.957042 -0.3 -1.1 0.2 0.08
C -1.116769 -0.726029 0.880327 0.2 0.0 0.4 0.00
N 1.208787 0.022688 -0.022564 0.7 0.0 0.0 0.16
C 0.892020 1.461392 0.012801 -0.4 -0.5 0.4 -0.42
C -0.302260 -0.726587 -0.389581 -1.5 1.1 -1.0 -0.56
O 1.241435 2.408754 0.629455 0.2 -0.2 -0.2 0.16
O -0.394574 -1.585460 -1.246633 0.8 0.3 0.6 0.03
H 2.049582 -0.325803 -0.476985 0.1 0.3 0.0 0.15
H 0.293545 0.885062 -2.021958 0.0 0.0 0.0 0.14
H -0.698196 -0.099997 1.665737 0.0 0.1 -0.1 0.08
H -2.124332 -0.380828 0.654336 0.0 -0.1 -0.1 0.09
H -1.162680 -1.742090 1.272107 0.0 0.0 -0.2 0.09

Copy entry 2 word for word.
12
Properties=species:S:1:pos:R:3:forces:R:3:lowdin_charge:R:1 method="wB97M-V/def2-TZVPD" gap_ev=10.0 total_energy_ev=-9810.477 lumo_energy_ha=0.0175 max_force_ev_per_a=2.09 relative_energy_kj_mol=370.3 charge=0 smiles="C[C@@]1([O-])[C@H]2C(=O)[N@H+]21"
C 0.113441 0.808897 -0.957042 -0.3 -1.1 0.2 0.08
C -1.116769 -0.726029 0.880327 0.2 0.0 0.4 0.00
N 1.208787 0.022688 -0.022564 0.7 0.0 0.0 0.16
C 0.892020 1.461392 0.012801 -0.4 -0.5 0.4 -0.42
C -0.302260 -0.726587 -0.389581 -1.5 1.1 -1.0 -0.56
O 1.241435 2.408754 0.629455 0.2 -0.2 -0.2 0.16
O -0.394574 -1.585460 -1.246633 0.8 0.3 0.6 0.03
H 2.049582 -0.325803 -0.476985 0.1 0.3 0.0 0.15
H 0.293545 0.885062 -2.021958 0.0 0.0 0.0 0.14
H -0.698196 -0.099997 1.665737 0.0 0.1 -0.1 0.08
H -2.124332 -0.380828 0.654336 0.0 -0.1 -0.1 0.09
H -1.162680 -1.742090 1.272107 0.0 0.0 -0.2 0.09